(1)
{"formula": "C22H23NO4", "method": "ωB97M-V with the def2-TZVPD basis set", "homo_ha": -0.298, "molar_mass_g_mol": 365.43, "de_lowest_kcal_mol": 45.42, "smiles": "C[C@@H]1CN(C(=O)c2ccc(COc3ccc4ccccc4c3)o2)C[C@H](C)O1", "spin_multiplicity": 1, "elements": ["O", "O", "O", "O", "N", "C", "C", "C", "C", "C", "C", "C", "C", "C", "C", "C", "C", "C", "C", "C", "C", "C", "C", "C", "C", "C", "C", "H", "H", "H", "H", "H", "H", "H", "H", "H", "H", "H", "H", "H", "H", "H", "H", "H", "H", "H", "H", "H", "H", "H"], "positions_angstrom": [[2.7130, -2.2389, 1.5820], [-1.2499, -2.5467, -0.9858], [0.8748, 2.9121, -1.2519], [2.1384, 0.6757, -0.3344], [1.4351, -2.1814, -0.2692], [0.7328, -3.3883, 0.1168], [2.7875, 1.8434, -0.1853], [2.8249, -0.2669, 0.3577], [-1.5810, -4.3088, 0.5714], [-3.5821, 1.2329, -0.7356], [-0.7661, -3.0688, 0.2372], [-0.8929, 1.7695, 1.7714], [-4.3386, 0.4380, 1.4046], [-1.1757, -0.8971, -2.6892], [-1.3011, 2.1428, -0.9479], [-0.5764, -1.3657, -1.3730], [-2.1285, 1.3863, 1.2144], [0.1040, 2.2992, 1.0006], [2.3212, -1.6332, 0.5941], [3.9273, 0.3070, 0.9391], [-2.3410, 1.6017, -0.1731], [-3.1538, 0.7972, 1.9826], [-0.0853, 2.4584, -0.3864], [2.1930, 3.0812, -0.7948], [-4.5545, 0.6616, 0.0349], [0.9313, -1.6405, -1.5082], [3.9064, 1.6705, 0.5808], [-1.0459, -1.6654, -3.4467], [-5.4990, 0.3750, -0.4041], [2.7570, 3.3711, -1.6896], [1.0372, 2.5818, 1.4636], [-2.6334, -4.0470, 0.6306], [2.2637, 3.9063, -0.0695], [-1.4437, 2.2972, -2.0061], [1.0804, -2.3948, -2.2920], [0.8823, -4.1575, -0.6484], [-0.7184, -0.5957, -0.5951], [4.6135, 2.4244, 0.8595], [-2.9819, 0.6318, 3.0369], [-0.8942, -2.3058, 1.0261], [1.4551, -0.7312, -1.7871], [-1.2579, -4.7228, 1.5217], [1.1391, -3.7300, 1.0689], [-5.1186, -0.0181, 1.9963], [-2.2378, -0.7155, -2.5567], [-1.4536, -5.0538, -0.2092], [-0.7345, 1.6328, 2.8316], [4.6460, -0.1988, 1.5490], [-0.6897, 0.0181, -3.0128], [-3.7450, 1.4075, -1.7895]], "mulliken_charge": [-0.7285, -0.5140, -0.5106, -0.0017, 0.1804, -1.2467, 0.4071, 0.3025, -1.6406, -0.5682, 0.7024, -1.0667, -0.5899, -1.7165, -0.4046, 1.6426, 0.7560, -0.4890, 0.7035, -0.6573, 0.7019, -0.8564, 0.4569, -0.5357, -0.6390, -1.1811, -1.0777, 0.4935, 0.4023, 0.3768, 0.4267, 0.3909, 0.3567, 0.4955, 0.3030, 0.3362, -0.3742, 0.5331, 0.4151, 0.2009, 0.4526, 0.3990, 0.4844, 0.4188, 0.3185, 0.3654, 0.4115, 0.5763, 0.3288, 0.4590]}


(2)
{"formula": "C4H8FFeO2", "method": "ωB97M-V with the def2-TZVPD basis set", "homo_ha": [-0.247, -0.253], "molar_mass_g_mol": 162.95, "spin_multiplicity": 6, "elements": ["Fe", "F", "O", "O", "C", "C", "C", "C", "H", "H", "H", "H", "H", "H", "H", "H"], "positions_angstrom": [[-1.2949, 0.3740, -1.1330], [-2.8192, -0.4353, -0.4598], [-1.2595, 1.8750, 0.0650], [0.1108, -0.3509, 0.1167], [0.3522, 0.6558, 1.1120], [0.9330, -1.2555, -1.9469], [-1.0374, 1.3018, 1.3159], [1.2476, -0.9621, -0.5177], [0.7156, 0.1598, 2.0241], [-2.2289, 1.6353, 1.6913], [1.1170, 1.3693, 0.7656], [-1.2947, 0.6863, 2.2089], [1.4609, -0.6808, -2.7127], [0.4535, -2.2069, -2.1871], [2.1094, -0.2861, -0.4088], [1.4347, -1.8797, 0.0664]], "mulliken_charge": [0.7092, -0.6800, -0.5869, -0.3043, -0.3737, -1.0883, 0.1279, -0.1653, 0.3306, 0.3443, 0.3264, 0.2319, 0.2416, 0.2603, 0.3544, 0.2718]}


(3)
{"formula": "C12H17BOS", "method": "ωB97M-V with the def2-TZVPD basis set", "homo_ha": -0.331, "molar_mass_g_mol": 220.15, "de_lowest_kcal_mol": 0.00, "smiles": "CC1(C)OB(c2ccccc2)SC1(C)C", "spin_multiplicity": 1, "elements": ["S", "O", "C", "C", "C", "C", "C", "C", "C", "C", "C", "C", "C", "C", "B", "H", "H", "H", "H", "H", "H", "H", "H", "H", "H", "H", "H", "H", "H", "H", "H", "H"], "positions_angstrom": [[-0.3208, -1.8729, -0.0163], [-0.1225, 0.8142, -0.0625], [-1.8850, -0.8865, -0.1220], [-1.7734, 1.0342, 1.5865], [4.1154, 1.2984, -0.1935], [-2.4603, -1.1286, -1.5229], [2.7532, 1.0235, -0.0884], [-2.1697, 1.6590, -0.7694], [-2.8958, -1.4109, 0.7826], [-1.4578, 0.6335, 0.0805], [2.3011, -0.2590, -0.0060], [4.5124, -1.0446, 0.1004], [3.1843, -1.3219, 0.1224], [4.9902, 0.2156, -0.0968], [0.7418, -0.3956, -0.0075], [4.4524, 2.2117, -0.6504], [-1.4419, 2.0808, 1.8575], [-1.6842, -0.7376, -2.2220], [-3.9367, -1.2869, 0.4522], [-2.7187, -2.5174, 0.8847], [-3.1621, -0.3150, -1.6744], [-2.8232, -2.2087, -1.4530], [2.7124, -2.2569, 0.2648], [-1.8695, 2.7627, -0.5259], [-2.8673, -0.9196, 1.7403], [5.1861, -1.9693, 0.3198], [-3.2236, 1.5467, -0.6767], [-1.8853, 1.5826, -1.8733], [-1.3956, 0.3012, 2.3421], [6.0364, 0.4084, -0.0300], [2.0231, 1.8172, -0.3383], [-2.9156, 1.1417, 1.7955]], "mulliken_charge": [-0.4677, -0.4332, 1.3731, -1.9250, -0.5665, -1.5449, -0.0870, -1.8390, -1.6093, 1.2115, 0.4753, -0.3554, -0.6573, -0.3609, 0.6104, 0.3327, 0.3515, 0.3612, 0.3276, 0.4433, 0.4155, 0.4036, 0.3740, 0.3262, 0.4373, 0.2128, 0.4779, 0.3337, 0.4048, 0.3865, 0.2027, 0.3846]}


(4)
{"formula": "C2HFN2O2", "method": "ωB97M-V with the def2-TZVPD basis set", "homo_ha": -0.445, "molar_mass_g_mol": 104.04, "de_lowest_kcal_mol": 142.45, "spin_multiplicity": 1, "elements": ["F", "O", "O", "N", "N", "C", "C", "H"], "positions_angstrom": [[0.4414, 0.4952, -1.5272], [-1.3410, -0.2937, 1.2975], [-1.9499, 0.0830, -0.7579], [-1.1417, -0.0535, 0.1292], [1.9903, -1.5472, 0.4266], [1.2067, -0.7346, 0.2353], [0.2660, 0.2628, -0.2344], [0.5282, 1.7880, 0.4309]], "mulliken_charge": [-0.1849, -0.4893, -0.4934, 0.8680, -0.2842, 0.2056, 0.0698, 0.3085]}